Arrangement a

A 2-piece molecular cluster, C2H4N2S2 overall, computed with wB97M-V/def2-TZVPD.

Molar mass in Da: 120.20
Multiplicity: 1
Net charge: 0
Kohn-Sham gap in eV: 8.038
HOMO level in eV: -8.8158
Lowest unoccupied orbital energy in eV: -0.78

Each line ends with the natural charge from an NBO analysis.
Positions of all 10 atoms, in Å:
C  1.84  -0.78  0.26  -0.11
C  -1.07  -0.43  0.65  -0.50
H  1.04  1.29  -1.01  0.36
H  2.26  2.10  -0.42  0.36
H  2.32  -1.79  0.23  0.23
H  -0.86  -0.71  2.14  0.25
N  1.55  1.47  -0.10  -0.63
N  2.27  0.39  0.42  -0.19
S  0.18  -0.83  -0.52  0.23
S  -2.44  0.42  -0.01  0.00

---

Arrangement b

A 2-piece molecular cluster, C2H4N2S2 overall, computed with wB97M-V/def2-TZVPD.

Molar mass in Da: 120.20
Multiplicity: 1
Net charge: 0
Kohn-Sham gap in eV: 7.813
HOMO level in eV: -8.5203
Structure (SMILES): S=NN=S.C=C
Lowest unoccupied orbital energy in eV: -0.71

Each line ends with the natural charge from an NBO analysis.
Positions of all 10 atoms, in Å:
S  0.57  1.87  1.49  0.20
N  1.35  0.98  0.56  -0.16
N  1.76  0.50  -0.43  -0.17
S  2.15  -0.59  -1.42  0.15
C  -0.95  0.09  -0.40  -0.39
C  -1.06  -1.05  0.26  -0.38
H  -0.52  0.10  -1.32  0.18
H  -1.40  1.00  0.01  0.20
H  -1.35  -0.99  1.26  0.19
H  -0.56  -1.91  -0.02  0.19

---

arrangement b is preferred energetically. Next in line: 7.0 kcal/mol higher.

---

Arrangement a

A 2-piece molecular cluster, C2H4N2S2 overall, computed with wB97M-V/def2-TZVPD.

Molar mass in Da: 120.20
Multiplicity: 1
Net charge: 0
Kohn-Sham gap in eV: 7.417
HOMO level in eV: -8.0687
Structure (SMILES): C=NN=S.C=S
Lowest unoccupied orbital energy in eV: -0.65

Each line ends with the natural charge from an NBO analysis.
Positions of all 10 atoms, in Å:
C  -1.85  -0.86  1.18  -0.20
N  -1.20  -0.15  0.40  -0.06
N  -1.00  1.02  -0.02  -0.26
S  0.17  1.99  -0.46  0.25
H  -2.00  -1.78  0.61  0.23
H  -1.85  -0.52  2.26  0.22
C  1.93  0.23  -0.93  -0.55
S  1.07  -1.17  -0.95  -0.06
H  2.03  0.82  -1.97  0.21
H  2.69  0.42  -0.12  0.21

---

Arrangement b

One molecule with the formula C2H4N2S2, computed with wB97M-V/def2-TZVPD.

Molar mass in Da: 120.20
Multiplicity: 1
Net charge: 0
Kohn-Sham gap in eV: 8.971
HOMO level in eV: -8.5612
Structure (SMILES): SN1CN=CS1
Lowest unoccupied orbital energy in eV: 0.41

Each line ends with the natural charge from an NBO analysis.
Positions of all 10 atoms, in Å:
S  -1.80  1.16  0.44  0.19
N  -0.25  0.43  0.76  -0.73
C  -0.24  -0.96  0.24  -0.10
N  0.69  -1.07  -0.87  -0.40
C  1.32  -0.02  -1.15  0.05
S  1.14  1.35  0.30  0.28
H  -1.63  1.90  1.40  0.09
H  -1.23  -1.28  -0.12  0.21
H  -0.04  -1.74  0.91  0.21
H  2.03  0.23  -1.91  0.21

---

Arrangement c

One molecule with the formula C2H4N2S2, computed with wB97M-V/def2-TZVPD.

Molar mass in Da: 120.20
Multiplicity: 1
Net charge: 0
Kohn-Sham gap (alpha / beta) in eV: 8.374 / 6.868
HOMO level (alpha / beta) in eV: -8.9177 / -8.3281
Lowest unoccupied orbital energy (alpha / beta) in eV: -0.54 / -1.46

Each line ends with the natural charge from an NBO analysis.
Positions of all 10 atoms, in Å:
C  -0.33  0.71  -0.89  0.07
C  -0.14  0.65  0.63  -0.63
N  0.67  0.67  -1.67  -0.52
N  -0.63  -1.92  0.68  -0.88
S  2.18  0.45  -1.27  0.25
S  0.58  -0.99  1.08  0.68
H  -1.31  1.11  -1.14  0.20
H  0.59  1.33  1.04  0.24
H  -1.14  0.88  1.04  0.24
H  -0.47  -2.88  0.51  0.36

---

arrangement b is preferred energetically. Next in line: 21.8 kcal/mol higher.

---

Arrangement a

A 2-piece molecular cluster, C4H10NO2 overall, computed with wB97M-V/def2-TZVPD.

Molar mass in Da: 104.13
Multiplicity: 1
Net charge: +1
Kohn-Sham gap in eV: 11.942
HOMO level in eV: -15.1778
Lowest unoccupied orbital energy in eV: -3.24

Each line ends with the natural charge from an NBO analysis.
Positions of all 17 atoms, in Å:
C  -0.61  1.58  1.74  0.56
C  0.29  -1.06  -0.78  0.68
C  -0.02  -2.49  -1.03  -0.73
C  0.95  -0.19  -1.81  -0.76
N  -0.95  2.48  2.63  -0.73
O  0.04  -0.60  0.28  -0.57
O  0.17  1.76  0.82  -0.59
H  -1.21  0.68  1.74  0.18
H  -1.12  -2.75  -1.22  0.28
H  0.23  -3.21  -0.27  0.27
H  0.42  -2.69  -1.90  0.23
H  0.47  0.86  -1.86  0.26
H  0.94  -0.62  -2.85  0.26
H  2.03  -0.12  -1.61  0.28
H  -0.60  3.45  2.39  0.44
H  -1.29  2.21  3.48  0.43
H  0.27  0.73  0.25  0.51

---

Arrangement b

A 2-piece molecular cluster, C4H10NO2 overall, computed with wB97M-V/def2-TZVPD.

Molar mass in Da: 104.13
Multiplicity: 1
Net charge: +1
Kohn-Sham gap in eV: 10.332
HOMO level in eV: -13.6488
Lowest unoccupied orbital energy in eV: -3.32

Each line ends with the natural charge from an NBO analysis.
Positions of all 17 atoms, in Å:
C  0.00  1.55  0.26  -0.58
C  1.61  1.50  -0.07  0.51
C  -1.30  0.43  -0.02  0.34
C  -2.50  0.93  -0.01  -0.50
N  1.61  -2.02  0.24  -0.96
O  2.27  0.53  -0.23  -0.58
O  -0.84  -0.87  -0.19  -0.71
H  0.05  1.65  1.31  0.24
H  -0.52  2.41  -0.11  0.25
H  2.10  2.51  -0.09  0.16
H  -3.22  0.15  -0.17  0.21
H  -3.00  1.91  0.22  0.28
H  1.84  -2.99  -0.03  0.45
H  1.72  -2.08  1.33  0.44
H  2.20  -1.22  -0.02  0.48
H  0.63  -1.49  -0.07  0.49
H  -1.58  -1.35  0.04  0.50

---

Arrangement c

An isolated ion of composition C4H10NO2 and charge +1, computed with wB97M-V/def2-TZVPD.

Molar mass in Da: 104.13
Multiplicity: 1
Net charge: +1
Kohn-Sham gap in eV: 11.452
HOMO level in eV: -15.0433
Structure (SMILES): CC[NH2+]CC(=O)O
Lowest unoccupied orbital energy in eV: -3.59

Each line ends with the natural charge from an NBO analysis.
Positions of all 17 atoms, in Å:
C  0.66  2.35  0.10  -0.65
C  0.84  0.88  0.12  -0.22
N  -0.44  0.10  -0.03  -0.53
C  -0.53  -1.12  0.89  -0.33
C  -0.42  -2.27  -0.05  0.76
O  -0.18  -3.42  0.09  -0.45
O  -0.76  -1.96  -1.41  -0.80
H  1.47  2.85  -0.36  0.26
H  -0.25  2.57  -0.47  0.21
H  0.52  2.97  1.01  0.25
H  1.33  0.46  0.97  0.22
H  1.39  0.63  -0.79  0.23
H  -1.30  0.66  0.02  0.44
H  -0.59  -0.08  -1.07  0.49
H  0.25  -1.13  1.66  0.28
H  -1.41  -0.97  1.52  0.28
H  -0.58  -2.51  -2.18  0.55

---

Arrangement d

A 2-piece molecular cluster, C4H10NO2 overall, computed with wB97M-V/def2-TZVPD.

Molar mass in Da: 104.13
Multiplicity: 1
Net charge: +1
Kohn-Sham gap in eV: 11.663
HOMO level in eV: -14.8761
Lowest unoccupied orbital energy in eV: -3.21

Each line ends with the natural charge from an NBO analysis.
Positions of all 17 atoms, in Å:
C  0.98  -1.67  0.34  -0.67
C  -0.34  -1.07  0.00  0.14
C  -1.04  -1.18  -1.11  -0.36
N  -0.97  -0.33  1.13  -0.72
H  1.47  -1.97  -0.58  0.26
H  1.62  -0.95  0.84  0.23
H  0.87  -2.55  0.98  0.25
H  -2.03  -0.77  -1.21  0.22
H  -0.60  -1.70  -1.96  0.24
H  -0.59  -0.62  2.03  0.44
H  -1.97  -0.52  1.22  0.44
H  -0.80  0.69  1.03  0.48
O  -0.40  2.32  0.57  -0.61
C  0.34  2.37  -0.37  0.67
O  1.48  3.04  -0.34  -0.62
H  0.11  1.90  -1.34  0.12
H  1.86  3.00  -1.23  0.50

---

arrangement d is preferred energetically. Next in line: 8.3 kcal/mol higher.

---

Arrangement a

A 2-piece molecular cluster, C7H9ClNO2 overall, computed with wB97M-V/def2-TZVPD.

Molar mass in Da: 174.61
Multiplicity: 1
Net charge: -1
Kohn-Sham gap in eV: 7.579
HOMO level in eV: -4.3488
Lowest unoccupied orbital energy in eV: 3.23

Each line ends with the natural charge from an NBO analysis.
Positions of all 20 atoms, in Å:
C  2.35  -2.47  0.37  0.06
C  1.54  -1.51  0.42  -0.23
C  -0.76  4.30  -0.95  0.90
C  -1.39  -1.07  -0.53  -0.42
C  -1.20  0.95  0.82  -0.39
C  3.03  -3.56  0.30  -0.61
C  0.70  -0.47  0.73  0.06
N  -0.54  -0.27  0.27  -0.38
O  0.19  3.78  -0.41  -0.71
O  -1.28  5.33  -1.10  -0.64
Cl  -1.76  2.77  -1.82  -0.54
H  -2.39  -1.16  -0.11  0.19
H  -1.50  -0.53  -1.45  0.22
H  -1.04  -2.02  -0.89  0.22
H  -0.82  1.13  1.93  0.18
H  -0.91  1.68  0.13  0.26
H  -2.21  0.66  0.80  0.19
H  2.68  -4.30  -0.37  0.20
H  4.08  -3.62  0.69  0.20
H  1.25  0.38  1.17  0.23

---

Arrangement b

An isolated ion of composition C7H9ClNO2 and charge -1, computed with wB97M-V/def2-TZVPD.

Molar mass in Da: 174.61
Multiplicity: 1
Net charge: -1
Kohn-Sham gap in eV: 7.233
HOMO level in eV: -4.1507
Structure (SMILES): CN(C)[C@@H](Cl)C#CCC(=O)[O-]
Lowest unoccupied orbital energy in eV: 3.08

Each line ends with the natural charge from an NBO analysis.
Positions of all 20 atoms, in Å:
C  0.61  1.10  -0.88  -0.42
N  0.09  0.11  -1.88  -0.42
C  0.72  0.24  -3.20  -0.40
C  0.08  -1.17  -1.33  0.04
Cl  1.86  -1.82  -1.14  -0.26
C  -0.58  -1.21  0.02  -0.18
C  -1.18  -1.26  1.07  0.16
C  -1.71  -1.44  2.38  -0.66
C  -1.08  -0.44  3.51  0.81
O  -0.54  0.54  3.04  -0.75
O  -1.04  -0.99  4.60  -0.76
H  1.29  1.73  -1.38  0.18
H  -0.19  1.82  -0.49  0.21
H  1.04  0.58  -0.07  0.23
H  0.31  1.10  -3.81  0.19
H  1.72  0.53  -3.06  0.19
H  0.60  -0.68  -3.69  0.20
H  -0.22  -1.85  -2.03  0.20
H  -1.41  -2.42  2.78  0.24
H  -2.73  -1.29  2.41  0.22

---

arrangement b is preferred energetically. Next in line: 3.6 kcal/mol higher.

---

Arrangement a

One molecule with the formula C5H6N2S, computed with wB97M-V/def2-TZVPD.

Molar mass in Da: 126.18
Multiplicity: 1
Net charge: 0
Kohn-Sham gap in eV: 8.709
HOMO level in eV: -8.1530
Structure (SMILES): CC1=C(C)N1N=C=S
Lowest unoccupied orbital energy in eV: 0.56

Each line ends with the natural charge from an NBO analysis.
Positions of all 14 atoms, in Å:
C  1.17  -1.97  -0.22  -0.68
C  0.60  -0.67  -0.35  0.19
C  0.55  0.64  -0.28  0.17
C  0.72  1.98  0.25  -0.67
N  -0.55  -0.06  -0.94  -0.27
N  -1.70  -0.24  -0.16  -0.35
C  -2.82  0.05  0.16  0.23
S  -4.21  0.32  0.88  -0.09
H  0.86  -2.70  0.60  0.25
H  2.22  -1.71  -0.05  0.24
H  1.06  -2.42  -1.17  0.24
H  0.96  1.93  1.30  0.24
H  -0.29  2.31  0.24  0.25
H  1.44  2.54  -0.25  0.24

---

Arrangement b

One molecule with the formula C5H6N2S, computed with wB97M-V/def2-TZVPD.

Molar mass in Da: 126.18
Multiplicity: 1
Net charge: 0
Kohn-Sham gap (alpha / beta) in eV: 8.964 / 8.628
HOMO level (alpha / beta) in eV: -8.9958 / -9.0517
Lowest unoccupied orbital energy (alpha / beta) in eV: -0.03 / -0.42

Each line ends with the natural charge from an NBO analysis.
Positions of all 14 atoms, in Å:
C  -3.48  -0.80  -0.26  -0.15
C  -1.55  0.43  0.50  -0.33
C  -1.61  -0.90  0.69  0.29
C  -0.22  1.05  0.85  -0.29
C  1.00  -0.57  -0.40  -0.47
N  -2.64  -1.59  0.30  -0.47
N  0.63  -0.11  0.85  -0.22
S  -3.07  0.86  -0.33  0.40
H  -4.47  -1.13  -0.34  0.21
H  -0.03  1.71  -0.07  0.19
H  -0.12  1.57  1.75  0.22
H  1.81  0.06  -0.62  0.22
H  1.24  -1.65  -0.43  0.22
H  0.26  -0.28  -1.17  0.18

---

Arrangement c

One molecule with the formula C5H6N2S, computed with wB97M-V/def2-TZVPD.

Molar mass in Da: 126.18
Multiplicity: 1
Net charge: 0
Kohn-Sham gap in eV: 8.371
HOMO level in eV: -8.8986
Structure (SMILES): C/C(=C/C#N)C(N)=S
Lowest unoccupied orbital energy in eV: -0.53

Each line ends with the natural charge from an NBO analysis.
Positions of all 14 atoms, in Å:
C  -0.92  1.65  0.24  -0.68
C  -0.07  0.47  -0.11  0.08
C  1.25  0.61  -0.67  -0.37
C  2.18  -0.51  -0.78  0.24
N  3.03  -1.32  -0.57  -0.32
C  -0.85  -0.88  -0.05  0.09
N  -0.50  -1.76  0.92  -0.80
S  -2.23  -0.94  -1.04  -0.13
H  -2.04  1.58  -0.25  0.28
H  -0.21  2.45  -0.33  0.24
H  -0.97  1.66  1.41  0.25
H  1.84  1.50  -0.56  0.25
H  0.64  -1.82  0.82  0.43
H  -1.17  -2.69  0.99  0.44

---

Arrangement d

One molecule with the formula C5H6N2S, computed with wB97M-V/def2-TZVPD.

Molar mass in Da: 126.18
Multiplicity: 1
Net charge: 0
Kohn-Sham gap in eV: 8.505
HOMO level in eV: -7.7657
Structure (SMILES): c1nc2c(s1)NCC2
Lowest unoccupied orbital energy in eV: 0.74

Each line ends with the natural charge from an NBO analysis.
Positions of all 14 atoms, in Å:
C  -2.51  0.87  -0.12  -0.21
N  -1.37  1.51  0.03  -0.40
C  -0.38  0.65  0.04  0.09
C  -0.76  -0.69  -0.06  -0.14
S  -2.38  -0.83  0.02  0.49
N  0.40  -1.57  -0.17  -0.59
C  1.58  -0.68  0.06  -0.21
C  1.11  0.80  -0.04  -0.44
H  -3.43  1.40  -0.05  0.22
H  0.44  -2.38  0.34  0.38
H  2.40  -0.82  -0.66  0.20
H  2.17  -1.02  1.04  0.18
H  1.22  1.30  -1.09  0.22
H  1.52  1.46  0.66  0.23

---

arrangement d is preferred energetically. Next in line: 39.5 kcal/mol higher.